A structure of composition C22H33CaO19Pt2 at a distorted geometry, computed with ωB97M-V/def2-TZVPD.

Summary:
- spin multiplicity = 5
- total charge = +1

Last column: Löwdin charge in e.
Atoms and positions in Å:
Ca  -0.17951  0.16816  -0.34740  1.48
Pt  -0.47706  3.66364  -0.73657  1.31
Pt  2.85644  -1.90619  -1.15288  1.32
C  -1.00585  -3.44889  -3.02134  0.02
C  -0.31470  -2.42402  -2.15182  -0.67
O  -1.01844  -1.62848  -1.46403  -0.14
O  0.91999  -2.38299  -2.15542  -0.12
H  -0.41441  -3.73625  -3.89066  0.09
H  -1.98649  -3.19769  -3.42550  0.09
H  -1.32446  -4.31904  -2.44739  0.10
C  -1.91402  2.24180  3.19326  0.03
C  -1.12592  1.64245  1.98950  -0.68
O  -0.57757  2.46922  1.21008  -0.18
O  -1.05625  0.43545  1.76786  -0.10
H  -2.10236  3.31507  3.22029  0.08
H  -1.56862  1.84141  4.14641  0.09
H  -2.92446  1.83384  3.16732  0.07
C  3.37081  2.33672  -1.79088  0.05
C  2.12790  1.59452  -1.41913  -0.73
O  1.02445  2.10006  -1.27547  -0.19
O  2.11065  0.37543  -1.28192  -0.16
H  4.26248  1.80425  -1.45995  0.10
H  3.63398  3.24500  -1.24878  0.10
H  3.21837  2.73624  -2.79349  0.11
C  -3.37491  1.47287  -3.45152  0.02
C  -2.52169  2.07485  -2.36870  -0.69
O  -2.39688  3.28925  -2.47575  0.03
O  -1.85182  1.35991  -1.52833  -0.19
H  -3.06493  0.47292  -3.75501  0.09
H  -3.46972  2.06136  -4.36409  0.10
H  -4.39209  1.43884  -3.06129  0.10
C  1.45084  -2.66028  2.75054  0.05
C  1.98429  -2.24682  1.39224  -0.70
O  3.11738  -2.53385  0.93903  -0.06
O  1.34589  -1.38760  0.78592  -0.15
H  2.35892  -2.62990  3.35268  0.09
H  0.99743  -3.64234  2.61613  0.10
H  0.66181  -2.00771  3.12428  0.09
C  3.00349  1.28561  3.25399  0.00
C  3.81070  1.16938  4.54774  -0.29
C  4.56284  -0.11616  4.83231  -0.11
O  5.85524  0.29768  5.14499  0.07
C  6.03165  1.59426  4.76311  -0.54
O  7.04958  2.29459  4.82698  0.13
O  4.89122  2.08597  4.39011  0.09
H  1.98767  0.89270  3.29663  0.08
H  3.55652  0.64717  2.56503  0.08
H  3.02740  2.33828  2.97216  0.09
H  3.19372  1.50222  5.38240  0.16
H  4.72098  -0.81013  4.00678  0.14
H  4.14652  -0.58699  5.72287  0.14
C  1.28122  -0.24140  -6.17422  0.02
C  0.01781  0.62866  -5.69470  -0.33
C  0.29451  1.30855  -4.39450  -0.16
O  0.32562  2.69051  -4.55450  0.11
C  -0.05322  2.95458  -5.78795  -0.52
O  -0.18984  4.01375  -6.28767  0.20
O  -0.19239  1.74025  -6.50593  0.08
H  1.12068  -1.18156  -5.64655  0.07
H  2.13320  0.34234  -5.82569  0.08
H  1.18319  -0.49756  -7.22915  0.09
H  -0.82372  -0.05636  -5.59138  0.15
H  1.13946  0.86465  -3.86810  0.12
H  -0.51700  0.88584  -3.80216  0.11
C  -5.56476  -1.36964  3.60054  0.01
C  -4.70879  -1.93765  2.40420  -0.33
C  -3.23638  -2.15000  2.59797  -0.13
O  -3.02886  -3.50054  2.32277  0.08
C  -4.19515  -4.09645  1.98648  -0.48
O  -4.23225  -5.29945  1.72700  0.13
O  -5.23715  -3.20035  2.02643  0.09
H  -5.06468  -0.47908  3.98121  0.07
H  -5.54023  -2.22828  4.27154  0.09
H  -6.57499  -1.13076  3.26817  0.08
H  -4.80030  -1.23399  1.57679  0.14
H  -2.98886  -1.63529  3.52636  0.14
H  -2.76443  -1.60645  1.77948  0.11

=====

A structure of composition C22H33Cl3LuN6PSi at a distorted geometry, computed with ωB97M-V/def2-TZVPD.

Summary:
- spin multiplicity = 1
- total charge = +2

Last column: Löwdin charge in e.
Atoms and positions in Å:
Lu  -0.00100  -0.39834  -0.92925  1.03
C  -2.11589  -3.14136  -1.22263  -0.12
N  -1.18892  -2.46969  -0.29192  -0.32
C  -0.15676  -3.46569  0.10541  -0.05
C  -1.84364  -1.93797  0.90342  -0.22
C  -3.12272  -2.30569  1.29246  -0.01
C  -3.68036  -1.78484  2.45131  -0.06
C  -2.95466  -0.89211  3.22430  -0.06
C  -1.68021  -0.50650  2.83571  -0.05
C  -1.10310  -1.02059  1.67324  -0.26
N  0.13609  -0.61341  1.14097  -0.17
C  1.26440  -0.31337  1.89972  -0.26
C  1.41107  -0.56733  3.26572  -0.02
C  2.57449  -0.21855  3.93248  -0.06
C  3.62704  0.37607  3.25373  -0.06
C  3.52724  0.56217  1.88254  -0.03
C  2.36854  0.20959  1.20477  -0.22
N  2.29086  0.23458  -0.26538  -0.31
C  2.82252  -1.05204  -0.78873  -0.07
C  3.09426  1.33040  -0.83843  -0.11
H  -2.50985  -4.06257  -0.78801  0.10
H  -2.93897  -2.48274  -1.48168  0.06
H  -1.56718  -3.40662  -2.12613  0.08
H  -0.62401  -4.35457  0.53516  0.11
H  0.40901  -3.76869  -0.77836  0.10
H  0.51257  -3.03484  0.84640  0.08
H  -3.69727  -3.00717  0.70489  0.11
H  -4.67382  -2.08833  2.74973  0.12
H  -3.37960  -0.49482  4.13659  0.12
H  -1.12187  0.19085  3.44536  0.10
H  0.61041  -1.04805  3.80934  0.11
H  2.65833  -0.42090  4.99185  0.12
H  4.53104  0.65921  3.77332  0.11
H  4.37826  0.96685  1.35345  0.11
H  3.84752  -1.21588  -0.44843  0.12
H  2.22304  -1.89114  -0.41311  0.08
H  2.82189  -1.03966  -1.88307  0.09
H  4.15768  1.19486  -0.63757  0.09
H  2.96508  1.36240  -1.91534  0.03
H  2.77722  2.27683  -0.40131  0.09
Cl  0.66470  1.08736  -2.92954  0.12
Si  -0.52856  -0.71794  -3.69078  -0.08
Cl  -2.20061  0.05680  -2.00061  0.09
Cl  -1.34917  0.02395  -5.37558  0.26
C  -2.34317  5.01194  -0.05058  -0.09
N  -0.80416  5.05322  -0.16436  -0.06
C  -0.23141  5.20900  1.26002  -0.10
N  -0.70142  4.17510  2.10814  -0.14
C  -2.16358  4.17380  2.15761  -0.13
N  -2.75216  3.98212  0.83290  -0.14
C  -2.51324  2.64053  0.29851  -0.30
P  -0.70375  2.28100  0.10469  0.97
C  -0.27110  3.82069  -0.83697  -0.26
C  -0.15179  2.85935  1.77458  -0.28
H  -2.73067  4.86393  -1.05774  0.15
H  -2.63684  5.99200  0.32491  0.15
H  -0.53987  5.87287  -0.71373  0.19
H  -0.56971  6.18511  1.60750  0.15
H  0.85399  5.19985  1.16745  0.15
H  -2.50412  5.12818  2.56046  0.15
H  -2.49976  3.37700  2.81822  0.14
H  -3.00965  2.52726  -0.66626  0.08
H  -2.94565  1.89762  0.97249  0.10
H  -0.68998  3.76883  -1.84307  0.10
H  0.81144  3.92364  -0.92351  0.10
H  0.93969  2.88011  1.81994  0.10
H  -0.48220  2.13072  2.51460  0.09

=====

A structure of composition C22H33IIrN2O3SSb, computed with ωB97M-V/def2-TZVPD.

Summary:
- spin multiplicity = 5
- total charge = +2

Last column: Löwdin charge in e.
Atoms and positions in Å:
Ir  0.49174  0.36581  0.46339  0.83
C  -1.99329  -2.10533  4.10700  0.01
C  -2.28398  -0.65948  3.93804  -0.19
N  -2.92053  -0.01640  4.89237  0.16
C  -3.18642  1.27957  4.73736  0.00
C  -2.90346  2.03058  3.57239  -0.11
C  -3.34652  3.46781  3.50225  -0.18
O  -2.29458  4.23507  2.93035  -0.05
C  -2.21621  1.41458  2.55282  -0.05
C  -2.06824  2.08662  1.26036  -0.03
N  -1.17834  1.85307  0.37298  -0.04
C  -1.27948  2.58385  -0.85243  -0.34
C  -1.58171  3.94257  -0.85363  -0.02
C  -1.72037  4.62341  -2.05377  -0.05
C  -1.54788  3.95860  -3.25951  -0.05
C  -1.22232  2.60819  -3.27036  -0.12
C  -1.08427  1.93877  -2.06762  -0.62
I  -0.56733  -0.09141  -2.05377  1.12
C  -1.80696  0.04126  2.73976  -0.28
O  -1.06175  -0.56926  1.94123  -0.12
H  -2.78524  -2.56343  4.69571  0.10
H  -1.06345  -2.22593  4.67230  0.10
H  -1.87436  -2.60993  3.15193  0.09
H  -3.68306  1.76302  5.57189  0.14
H  -3.58962  3.81236  4.50896  0.13
H  -4.26157  3.54231  2.90115  0.14
H  -2.45352  5.16759  3.11323  0.11
H  -2.84161  2.81462  1.02634  0.15
H  -1.69261  4.45807  0.09310  0.12
H  -1.96137  5.67781  -2.04565  0.12
H  -1.66162  4.48611  -4.19664  0.12
H  -1.08317  2.08713  -4.20804  0.11
C  2.28226  1.86163  5.29273  -0.16
C  1.45360  1.92636  4.01217  -0.40
Sb  2.01524  0.42848  2.60210  1.40
C  4.07197  0.79113  2.21038  -0.40
C  4.68584  -0.34028  1.38943  -0.18
C  1.97819  -1.37939  3.73180  -0.40
C  1.64804  -2.59358  2.86730  -0.19
H  1.97144  2.64401  5.98543  0.08
H  3.34414  2.00882  5.09351  0.07
H  2.16560  0.90541  5.80396  0.07
H  1.56112  2.88686  3.50602  0.06
H  0.38911  1.78796  4.21424  0.04
H  4.57450  0.90777  3.17080  0.06
H  4.11619  1.74600  1.68699  0.04
H  4.66530  -1.28791  1.92943  0.07
H  5.72931  -0.12559  1.15766  0.08
H  4.15560  -0.48487  0.44503  0.05
H  1.23874  -1.23717  4.52172  0.05
H  2.95187  -1.47357  4.21418  0.07
H  0.66029  -2.49787  2.41171  0.04
H  1.64928  -3.50269  3.46910  0.08
H  2.37629  -2.73198  2.06674  0.07
C  4.05995  2.26375  -1.74775  -0.23
S  2.28517  2.42177  -1.70989  0.85
C  2.16405  4.19723  -1.77780  -0.21
O  1.90119  2.06707  -0.26569  -0.74
H  4.49318  2.83981  -0.93118  0.07
H  4.41638  2.62306  -2.71307  0.07
H  4.29571  1.20659  -1.64480  0.06
H  2.57097  4.53393  -2.73118  0.08
H  2.71872  4.62311  -0.94267  0.08
H  1.10852  4.45226  -1.71543  0.04

=====

no.,calculated total energy (hartree)
1,-3203.6160
2,-4433.2981
3,-2233.1295